A structure of composition C23H21CsN6O11. Source: the Open Molecules 2025 dataset; level of theory: ωB97M-V/def2-TZVPD.

```
62
Properties=species:S:1:pos:R:3:forces:R:3
Cs -0.290929 0.723967 -0.215453 0.3438 0.3969 0.1172
O -0.077787 5.943556 0.948447 -0.0069 0.0003 -0.0046
C 0.234135 4.758749 0.838391 0.0008 -0.0281 0.0050
N -0.289482 3.661125 1.421336 -0.0070 0.0629 0.0224
C -0.974718 3.802992 2.577131 -0.0037 -0.0313 -0.0282
O -1.007472 4.753444 3.357756 0.0073 0.0068 0.0042
C -1.781074 2.571177 2.992941 -0.0008 -0.0140 0.0198
C -2.856102 2.753325 3.860209 0.0028 -0.0002 0.0156
C -3.605229 1.654010 4.240287 0.0009 0.0034 -0.0058
C -3.252269 0.399927 3.763267 0.0144 -0.0323 0.0119
C -2.154939 0.306479 2.921121 -0.0482 0.0258 0.0252
N -1.441239 1.366495 2.539191 -0.0196 -0.0281 -0.0096
C 1.381810 4.469665 -0.132724 -0.0186 -0.0157 -0.0051
C 2.346804 5.461031 -0.311116 0.0111 0.0069 -0.0027
C 3.409091 5.221414 -1.161262 -0.0098 0.0110 0.0088
C 3.469371 4.009244 -1.835590 -0.0046 -0.0113 -0.0045
C 2.452796 3.094728 -1.616959 0.0226 0.0185 0.0089
N 1.438265 3.309891 -0.783272 -0.0076 -0.0418 0.0281
H -3.068395 3.753213 4.210986 0.0010 -0.0014 0.0001
H -4.457657 1.771559 4.899962 0.0002 0.0032 0.0006
H -3.805335 -0.493000 4.023149 -0.0039 0.0024 -0.0003
H -1.851894 -0.656329 2.519035 -0.0261 0.0001 -0.0266
H 2.229157 6.391174 0.226105 -0.0006 0.0004 -0.0008
H 4.182109 5.968690 -1.300274 -0.0001 -0.0004 -0.0019
H 4.281610 3.773645 -2.511295 -0.0006 0.0028 0.0018
H 2.454967 2.135028 -2.127225 -0.0008 -0.0018 -0.0061
O 0.465009 -2.056999 -2.302626 0.0087 -0.0052 0.0238
C -0.722213 -1.667149 -2.321418 -0.0178 -0.0413 0.0065
O -1.144397 -0.526213 -2.619591 -0.1308 -0.1749 -0.2252
C -1.775115 -2.668578 -1.854191 -0.0171 -0.0193 -0.0093
C -2.434642 -3.483298 -2.714017 0.0242 0.0133 0.0085
C -3.422439 -4.375331 -2.231265 -0.0179 -0.0369 -0.0206
C -3.747527 -4.418323 -0.898438 0.0168 0.0177 -0.0110
C -3.082861 -3.590330 -0.004000 -0.0219 0.0085 0.0167
C -2.041869 -2.680382 -0.422133 0.0037 0.0201 0.0041
O -1.395521 -1.921534 0.337519 -0.0569 -0.1159 0.0656
N -3.503659 -3.682852 1.379370 0.0359 -0.0636 -0.0030
O -4.459951 -4.412301 1.647450 -0.0057 0.0185 0.0012
O -2.908785 -3.051909 2.235486 -0.0188 0.0276 -0.0054
N -4.110089 -5.248468 -3.144095 -0.0259 0.0364 0.0050
O -4.963744 -6.016355 -2.709955 0.0120 -0.0078 -0.0031
O -3.820340 -5.192191 -4.334359 0.0122 -0.0109 0.0015
H -2.218739 -3.458119 -3.772879 -0.0046 -0.0044 -0.0026
H -4.511937 -5.088263 -0.541231 -0.0003 -0.0013 0.0007
C 1.146724 -1.607247 2.464961 0.0241 0.0131 -0.0455
O 1.153091 -2.471136 1.347889 0.0131 -0.0231 -0.0040
H 2.088284 -1.745172 2.997381 -0.0048 -0.0113 0.0091
H 0.316975 -1.823113 3.146611 -0.0081 -0.0126 0.0010
H 1.097632 -0.553811 2.171391 -0.0070 0.0164 0.0784
H 0.277322 -2.410384 0.924385 -0.0235 -0.0033 -0.0213
C 3.476826 -1.387517 -2.860471 0.0085 0.0056 0.0094
N 3.785193 -0.548007 -1.722583 -0.0077 -0.0093 0.0024
C 4.908812 0.347458 -1.824803 0.0074 0.0121 -0.0066
C 3.118962 -0.677958 -0.545155 0.0173 -0.0145 -0.0472
O 3.378546 -0.030290 0.456362 -0.0372 0.0140 -0.0012
H 4.277456 -2.115748 -3.038001 -0.0035 0.0040 0.0015
H 3.370576 -0.770491 -3.757258 -0.0038 0.0023 0.0001
H 2.526440 -1.893689 -2.695064 -0.0153 -0.0012 0.0027
H 5.848354 -0.208086 -1.928829 0.0014 0.0013 0.0007
H 4.951435 0.958748 -0.926396 -0.0008 -0.0034 -0.0014
H 4.799067 0.994009 -2.700809 -0.0016 -0.0021 -0.0014
H 2.311530 -1.424170 -0.583387 -0.0001 0.0166 -0.0034
```
Forces are in eV/Å.

HOMO level = -3.06 eV
Kohn-Sham gap = 6.859 eV
Total charge = -2
Lowest unoccupied orbital energy = 0.13951 hartree

Mulliken population analysis, charges in e, atoms 1 to 2: 1.20 -0.67